{
  "formula": "C32H27F5N3O2PSr",
  "method": "wB97M-V/def2-TZVPD",
  "de_lowest_ev": 0.000,
  "orbital_gap_ev": 6.233,
  "lumo_ev": -0.7,
  "homo_ev": -6.98,
  "total_energy_ha": -2421.77225,
  "elements": ["Sr", "O", "C", "C", "C", "C", "N", "C", "C", "C", "C", "C", "C", "O", "C", "C", "N", "H", "H", "H", "H", "H", "H", "H", "H", "H", "H", "H", "H", "F", "C", "F", "C", "F", "F", "F", "N", "P", "C", "C", "C", "C", "C", "C", "C", "C", "C", "C", "C", "C", "C", "C", "C", "C", "C", "C", "H", "H", "H", "H", "H", "H", "H", "H", "H", "H", "H", "H", "H", "H", "H"],
  "positions_angstrom": [[1.027859, -0.774238, 0.583012], [-2.878920, 3.706326, 5.085026], [-2.656621, 4.036254, 3.714788], [-1.934943, 2.858762, 3.068838], [-1.500515, 3.012452, 1.736239], [-0.833261, 1.952675, 1.134808], [-0.568053, 0.815991, 1.777487], [-0.996027, 0.655238, 3.062015], [-1.701050, 1.653953, 3.745860], [-0.676754, -0.649423, 3.704962], [-1.278736, -1.010647, 4.918532], [-0.970271, -2.263018, 5.472853], [-1.590896, -2.747248, 6.768787], [-1.758346, -1.686218, 7.716322], [-0.024284, -3.074091, 4.817633], [0.516965, -2.637247, 3.617601], [0.203360, -1.460453, 3.042221], [-3.322295, 4.451279, 5.561465], [-2.028034, 4.933251, 3.619550], [-3.597677, 4.226919, 3.168922], [-1.662659, 3.934488, 1.194494], [-0.469899, 2.035422, 0.118110], [-2.021168, 1.538461, 4.777798], [-1.973536, -0.350823, 5.441056], [-0.960515, -3.536861, 7.191315], [-2.591915, -3.151351, 6.599418], [-0.867956, -1.342101, 7.976000], [0.281405, -4.019240, 5.236934], [1.216463, -3.278054, 3.104460], [3.387322, -2.866738, 1.930972], [2.528762, -2.938610, 0.833135], [1.738503, -4.079449, 0.926090], [3.407262, -3.087720, -0.406910], [2.589468, -3.100524, -1.538072], [4.142588, -4.224618, -0.370589], [4.233602, -1.979785, -0.539372], [1.715888, 0.675316, -1.182312], [0.941681, 0.512865, -2.504546], [0.565081, 2.103985, -3.174228], [0.657095, 3.213401, -2.325662], [0.395982, 4.475299, -2.833117], [0.049587, 4.662429, -4.168505], [-0.079158, 3.536100, -4.975629], [0.170422, 2.254404, -4.503986], [-0.578004, -0.414678, -2.227781], [-1.769293, 0.248177, -1.897910], [-2.878950, -0.480445, -1.460965], [-2.825301, -1.876746, -1.406380], [-1.664587, -2.532925, -1.801039], [-0.541906, -1.822808, -2.220196], [1.808678, -0.370821, -3.777024], [1.124851, -0.867705, -4.900010], [1.867801, -1.456826, -5.924910], [3.245821, -1.632329, -5.819528], [3.888858, -1.144088, -4.684838], [3.188709, -0.528361, -3.650750], [0.991458, 3.073479, -1.296275], [0.445835, 5.328120, -2.168631], [-0.144934, 5.661535, -4.570640], [-0.373206, 3.638070, -6.009674], [0.078711, 1.401672, -5.162200], [-1.827894, 1.327691, -2.010183], [-3.762813, 0.042598, -1.103257], [-3.670755, -2.432248, -1.013663], [-1.587369, -3.620639, -1.750522], [0.342631, -2.368883, -2.556085], [0.039209, -0.815875, -4.966034], [1.325166, -1.794925, -6.805486], [3.797280, -2.154295, -6.593055], [4.968905, -1.232712, -4.591133], [3.685293, -0.160848, -2.755604]],
  "forces_ev_per_a": [[0.37, -0.02, -0.77], [-0.62, 1.03, 0.32], [0.15, -0.46, 0.31], [-0.06, 0.37, -0.51], [-0.09, -0.64, 0.86], [-0.20, 0.41, 0.49], [-0.66, 0.07, 1.20], [0.01, 0.50, -0.76], [0.31, 0.36, -0.70], [0.37, -0.76, 0.03], [0.32, -0.55, -0.14], [0.53, -0.21, -0.35], [0.26, 0.66, 0.29], [0.93, 0.17, 0.06], [-0.78, 0.96, 0.16], [-0.33, 0.42, -0.03], [-0.74, 0.04, 1.24], [0.59, -0.92, -0.81], [-0.07, -0.16, 0.01], [0.21, -0.12, 0.22], [-0.04, 0.01, 0.00], [0.11, -0.13, -0.06], [0.08, 0.09, -0.34], [0.23, -0.30, -0.24], [-0.13, -0.04, -0.08], [0.10, 0.04, -0.04], [-1.08, -0.50, -0.38], [0.00, -0.13, 0.01], [0.16, 0.14, -0.25], [0.18, -0.85, 0.15], [-0.45, 2.08, -1.11], [0.46, -0.76, 0.30], [-0.49, 0.36, 0.35], [1.20, -0.26, 1.14], [0.10, 0.73, -0.85], [-0.77, -1.73, 0.06], [-0.23, -0.32, 0.44], [1.67, 0.01, 2.47], [-0.86, 0.50, -0.78], [0.11, -0.17, -0.36], [-0.11, 0.38, 0.07], [-0.16, -0.33, 0.06], [-0.06, 0.08, -0.52], [0.06, 0.87, 0.57], [-0.84, -0.32, -0.91], [-0.09, -0.54, 0.09], [0.27, -0.07, 0.14], [0.11, 0.43, 0.20], [0.26, -0.38, 0.12], [-0.27, 0.31, 0.18], [-0.34, -0.54, -0.96], [1.14, -0.08, -0.04], [-0.62, -0.24, -0.10], [-0.35, 0.39, 0.44], [0.42, -0.09, 0.13], [-0.29, 0.04, -0.51], [-0.07, -0.11, -0.32], [0.12, 0.09, -0.01], [0.08, -0.40, 0.18], [-0.03, 0.18, -0.15], [0.01, 0.07, 0.01], [0.04, -0.07, 0.17], [0.04, -0.08, -0.25], [0.07, 0.01, -0.15], [-0.20, 0.26, -0.07], [-0.14, 0.26, 0.20], [0.21, 0.07, -0.04], [0.22, -0.12, 0.08], [-0.02, 0.16, 0.01], [-0.15, -0.13, -0.04], [-0.13, -0.04, -0.13]]
}

=====

{
  "formula": "C3H5NO2S",
  "method": "wB97M-V/def2-TZVPD",
  "de_lowest_ev": 4.527,
  "orbital_gap_ev": 9.361,
  "lumo_ev": 0.3,
  "homo_ev": -9.09,
  "total_energy_ha": -720.58012,
  "elements": ["C", "C", "C", "N", "O", "O", "S", "H", "H", "H", "H", "H"],
  "positions_angstrom": [[0.229788, 0.580633, -1.725477], [0.836622, -0.400774, -0.812911], [-0.493554, -0.447634, 1.705314], [-0.405814, 1.335010, -0.805631], [0.397686, 0.718617, -2.901627], [-1.071627, 2.481042, -1.259977], [0.383580, 0.518449, 0.743457], [0.262492, -1.267732, -0.849704], [1.854052, -0.639359, -1.062813], [-0.500666, -0.007157, 2.678210], [-1.283956, -1.127178, 1.484320], [-0.677160, 2.594115, -2.204934]],
  "forces_ev_per_a": [[0.19, 0.56, 1.93], [0.14, 0.30, 0.61], [0.65, 1.16, -0.31], [-0.68, 0.42, -1.20], [-0.32, 0.55, -1.73], [0.97, 0.14, -1.43], [0.38, -0.93, -0.70], [-0.88, -1.80, 0.23], [0.63, 0.20, 0.57], [-0.19, 0.15, 0.60], [-0.10, -0.54, -0.55], [-0.79, -0.21, 1.98]]
}

=====

{
  "formula": "C2H7FeO8P",
  "method": "wB97M-V/def2-TZVPD",
  "de_lowest_ev": 0.335,
  "multiplicity": 5,
  "orbital_gap_ev": [3.531, 3.343],
  "charge": -2,
  "lumo_ev": [4.9, 4.7],
  "homo_ev": [1.33, 1.40],
  "total_energy_ha": -2287.52486,
  "elements": ["Fe", "P", "O", "O", "O", "O", "C", "C", "O", "O", "H", "H", "H", "O", "H", "H", "O", "H", "H"],
  "positions_angstrom": [[0.234269, -0.638407, 0.180941], [-1.621101, -2.513141, 0.343000], [-1.312123, -1.448169, -0.781759], [-1.578219, -3.854551, -0.426250], [-3.000287, -2.295728, 1.001368], [-0.384358, -2.193457, 1.289089], [-0.515871, 3.359895, -0.463601], [-0.372195, 1.887886, -0.167546], [-0.864898, 1.318438, 0.831925], [0.326357, 1.201856, -0.975368], [-1.470343, 3.779849, -0.139475], [-0.466620, 3.508042, -1.543436], [0.288817, 3.939834, -0.008541], [1.426699, -1.701239, -1.216697], [1.401918, -1.616385, -2.175698], [1.747498, -2.592338, -1.035926], [1.777404, -0.065613, 1.490513], [1.827835, 0.553858, 2.229996], [2.555223, -0.630621, 1.567472]],
  "forces_ev_per_a": [[-2.21, -0.25, -0.19], [-2.48, -1.08, -1.98], [-0.02, 1.21, -0.31], [0.76, -0.27, 1.14], [1.25, 0.06, 0.26], [0.76, -0.11, 0.73], [-0.56, 0.51, -0.40], [0.23, -1.86, 0.36], [0.07, 1.42, 0.39], [0.73, 0.74, -0.54], [0.05, -0.19, 0.28], [0.17, -0.04, 0.01], [0.06, -0.12, 0.09], [1.68, -0.23, -0.50], [-0.52, 0.06, 0.14], [-0.56, -0.04, 0.16], [1.22, 0.33, 0.54], [-0.38, -0.06, -0.14], [-0.23, -0.08, -0.03]]
}